The following is a quantum chemistry calculation of a structure of composition C18H42CuN6O6, from OMol25.

Summary:
HOMO-LUMO gap	0.2942	hartree
lowest unoccupied orbital energy	-1.571	eV
total charge	+1
maximum force	1.95	eV/Å
2S+1	1

Last column: Mulliken charge in e.
Atoms and positions in Å:
Cu: -0.209 -0.243 0.011  1.3000
C: -0.620 3.398 -3.142  -1.0014
C: 0.209 2.170 -2.816  0.6850
O: -0.290 1.201 -2.274  -0.5996
N: 1.492 2.171 -3.258  -0.1483
C: 2.381 1.051 -3.026  -0.4995
H: -0.939 3.855 -2.205  0.0799
H: -1.465 3.090 -3.749  0.2491
H: -0.026 4.154 -3.658  0.4017
H: 1.900 2.960 -3.725  0.2192
H: 1.877 0.283 -2.440  -0.1149
H: 3.252 1.298 -2.415  0.2570
H: 2.689 0.612 -3.975  0.3347
C: 3.526 -0.391 1.601  -1.2831
C: 2.924 0.779 0.879  0.5549
O: 1.891 0.674 0.232  -0.1770
N: 3.551 1.966 1.029  -0.1071
C: 2.942 3.150 0.454  -0.7132
H: 2.757 -1.080 1.947  0.0109
H: 4.036 -0.037 2.502  0.4673
H: 4.254 -0.973 1.037  0.3330
H: 4.469 1.999 1.430  0.2296
H: 3.104 3.212 -0.628  0.2640
H: 3.417 4.049 0.844  0.3603
H: 1.867 3.135 0.605  0.0783
C: -3.816 -1.164 1.048  -1.3479
C: -3.252 -0.479 -0.169  0.8345
O: -2.287 -0.950 -0.774  -0.5793
N: -3.955 0.559 -0.636  -0.1433
C: -3.662 1.233 -1.907  -0.6719
H: -4.727 -1.658 0.692  0.4407
H: -4.205 -0.454 1.785  0.4190
H: -3.159 -1.879 1.524  0.0557
H: -4.701 0.923 -0.067  0.2533
H: -4.454 1.001 -2.618  0.3165
H: -2.697 0.811 -2.192  0.0836
H: -3.611 2.311 -1.779  0.2912
C: -2.601 3.583 1.107  -0.7271
C: -1.493 2.688 1.631  0.6203
O: -1.238 1.603 1.140  -0.6747
N: -0.842 3.155 2.730  -0.2044
C: 0.276 2.431 3.325  -0.8605
H: -2.310 3.916 0.112  0.0231
H: -2.813 4.464 1.712  0.4339
H: -3.516 2.995 1.089  0.1586
H: -1.215 3.947 3.218  0.2426
H: 0.254 1.353 3.234  0.1286
H: 0.314 2.659 4.396  0.4257
H: 1.179 2.944 2.981  0.2863
C: -0.360 -3.146 -3.123  -0.9968
C: 0.774 -2.770 -2.181  0.6050
O: 0.717 -1.701 -1.572  -0.4045
N: 1.781 -3.641 -2.028  -0.1849
C: 2.963 -3.417 -1.223  -0.7336
H: -0.159 -4.073 -3.662  0.4291
H: -0.503 -2.303 -3.790  0.2419
H: -1.223 -3.322 -2.482  0.1689
H: 1.705 -4.487 -2.567  0.2165
H: 3.007 -4.104 -0.373  0.3071
H: 3.009 -2.426 -0.786  0.0411
H: 3.816 -3.609 -1.876  0.3679
C: 0.105 -2.243 3.881  -1.3023
C: -0.220 -2.631 2.450  0.6664
O: -0.190 -1.827 1.527  -0.3456
N: -0.609 -3.899 2.262  -0.1768
C: -1.186 -4.364 1.014  -0.6844
H: 0.928 -2.851 4.259  0.4119
H: -0.769 -2.427 4.502  0.4197
H: 0.376 -1.192 3.880  0.0617
H: -0.447 -4.563 2.999  0.2146
H: -0.565 -5.129 0.540  0.3284
H: -1.248 -3.530 0.318  0.0426
H: -2.159 -4.821 1.188  0.3209